No. 1
Here is a structure of composition C35H61BN6PtS3SeSi2Te from the Open Molecules 2025 dataset. Energies are from ωB97M-V/def2-TZVPD.

Strongest force on any atom   1.556 eV/A
HOMO energy   -13.137 eV
Energy above the lowest of the compared OMol25 structures with the same formula, charge and spin   24.3 kcal per mole
LUMO energy   -6.730 eV

ORCA input file:
```
! RIJCOSX wB97M-V def2-TZVPD def2/J DEFGRID3
* xyz 2 1
Pt 0.186 -0.079 0.239
C 1.672 -4.931 -0.848
C 0.251 -4.472 -0.708
C -0.801 -5.335 -0.645
C -2.128 -4.857 -0.510
N -2.353 -3.587 -0.293
N -1.314 -2.744 -0.324
B -1.656 -1.305 0.092
N -2.459 -0.467 -0.908
N -3.081 -1.124 -1.880
C -3.798 -0.434 -2.730
C -3.847 0.978 -2.645
C -3.192 1.646 -1.652
C -3.190 3.138 -1.543
C -2.482 0.850 -0.721
S -1.613 1.512 0.625
C -4.591 -1.246 -3.751
C -5.718 -1.952 -2.980
C -5.201 -0.352 -4.833
C -3.667 -2.280 -4.410
N -2.344 -1.297 1.488
N -3.672 -1.372 1.450
C -4.331 -1.264 2.577
C -3.633 -1.035 3.789
C -2.268 -0.984 3.815
C -1.478 -0.700 5.056
C -1.622 -1.144 2.574
S 0.092 -1.104 2.339
C -5.848 -1.371 2.473
C -6.515 -1.266 3.845
C -6.354 -0.242 1.562
C -6.193 -2.725 1.837
C -0.061 -3.093 -0.607
S 1.138 -1.889 -0.901
C -3.354 -5.753 -0.626
C -2.973 -7.224 -0.801
C -4.219 -5.590 0.630
C -4.138 -5.287 -1.864
H 1.717 -6.014 -0.941
H 2.250 -4.625 0.027
H 2.148 -4.484 -1.722
H -0.616 -6.399 -0.683
H -4.401 1.542 -3.383
H -3.748 3.586 -2.363
H -2.168 3.517 -1.556
H -3.635 3.460 -0.600
H -6.460 -1.230 -2.630
H -5.327 -2.485 -2.113
H -6.223 -2.666 -3.633
H -5.929 0.354 -4.426
H -5.727 -0.979 -5.553
H -4.434 0.204 -5.380
H -3.133 -2.869 -3.663
H -2.933 -1.785 -5.050
H -4.258 -2.956 -5.031
H -4.186 -0.867 4.704
H -2.130 -0.622 5.923
H -0.933 0.241 4.941
H -0.739 -1.482 5.244
H -6.359 -0.286 4.303
H -6.162 -2.040 4.530
H -7.590 -1.403 3.727
H -6.145 0.739 1.996
H -7.433 -0.334 1.432
H -5.880 -0.300 0.579
H -5.813 -3.555 2.437
H -5.767 -2.792 0.833
H -7.277 -2.828 1.763
H -2.445 -7.618 0.072
H -2.364 -7.388 -1.693
H -3.885 -7.809 -0.922
H -3.686 -5.937 1.519
H -5.130 -6.182 0.529
H -4.494 -4.545 0.775
H -3.550 -5.421 -2.775
H -4.405 -4.232 -1.774
H -5.053 -5.874 -1.961
C 4.132 -2.073 2.388
Si 4.987 -0.430 2.636
C 6.561 -0.390 1.643
C 5.240 -0.011 4.419
C 3.801 0.868 1.877
Te 3.454 0.455 -0.170
C 4.940 1.739 -0.989
Si 5.336 1.215 -2.789
C 6.454 2.473 -3.555
C 3.711 1.097 -3.700
C 6.103 -0.478 -2.668
H 4.741 -2.898 2.769
H 3.946 -2.271 1.327
H 3.170 -2.103 2.910
H 7.296 -1.081 2.065
H 7.014 0.606 1.643
H 6.396 -0.695 0.603
H 5.985 -0.678 4.863
H 4.316 -0.111 4.993
H 5.604 1.013 4.533
H 4.184 1.888 1.919
H 2.825 0.824 2.366
H 5.825 1.619 -0.356
H 4.558 2.757 -0.898
H 5.962 3.445 -3.639
H 6.737 2.152 -4.562
H 7.374 2.603 -2.978
H 3.144 2.028 -3.631
H 3.077 0.287 -3.322
H 3.892 0.890 -4.759
H 7.033 -0.458 -2.091
H 6.346 -0.858 -3.664
H 5.427 -1.203 -2.202
Se 1.482 1.921 -0.530
*
```

---

No. 2
Here is a structure of composition C15H18F2N2O5 from the Open Molecules 2025 dataset. Energies are from ωB97M-V/def2-TZVPD.

Strongest force on any atom   19.764 eV/A
HOMO energy   -9.594 eV
Energy above the lowest of the compared OMol25 structures with the same formula, charge and spin   339.8 kcal per mole
LUMO energy   -0.906 eV

ORCA input file:
```
! RIJCOSX wB97M-V def2-TZVPD def2/J DEFGRID3
* xyz 0 1
C -6.278 -0.507 -0.386
H -7.083 -0.457 -1.067
H -6.416 -0.223 0.544
H -5.863 -1.542 -0.580
C -5.278 0.336 -1.124
N -4.149 0.342 -0.101
C -3.423 -0.788 0.133
O -3.518 -1.718 -0.676
N -2.249 -0.473 0.724
C -1.740 0.558 1.468
O -2.416 1.871 1.513
C -0.574 0.498 2.154
H -0.574 -0.610 2.849
H -0.214 1.415 2.822
O 0.633 0.128 1.280
C 0.808 -1.155 1.177
O 0.184 -2.203 1.407
C 2.081 -1.333 0.340
C 2.541 -2.438 -0.285
C 3.560 -2.680 -0.845
C 4.376 -1.659 -1.314
C 3.980 -0.295 -0.585
C 2.943 -0.074 0.057
H 2.608 0.828 0.560
O 5.012 0.783 -1.308
C 4.909 1.894 -0.667
F 4.775 1.806 0.691
F 3.707 2.576 -1.145
H 5.584 2.452 -0.908
H 5.362 -1.810 -1.726
H 3.855 -3.594 -1.389
H 1.740 -3.391 -0.131
H -1.619 -1.313 0.933
H -3.825 1.129 0.335
C -5.876 1.867 -0.810
H -5.066 2.863 -1.115
H -6.719 2.063 -1.577
H -6.083 2.158 0.494
C -4.967 0.280 -2.418
H -4.648 -0.635 -2.433
H -4.134 0.878 -2.628
H -5.976 0.379 -2.817
*
```

---

No. 3
Here is a cluster of 2 separate species, H2NOS in total from the Open Molecules 2025 dataset. Energies are from ωB97M-V/def2-TZVPD.

Strongest force on any atom   3.196 eV/A
HOMO energy   -2.355 eV
Energy above the lowest of the compared OMol25 structures with the same formula, charge and spin   26.0 kcal per mole
LUMO energy   2.469 eV

ORCA input file:
```
! RIJCOSX wB97M-V def2-TZVPD def2/J DEFGRID3
* xyz -1 1
N 1.077 -0.790 -1.655
O 1.594 -1.440 -0.754
S -1.119 1.932 1.630
H 0.032 -0.931 -1.852
H -1.584 1.228 2.631
*
```

---

Total energy (a.u.)
-6285.6960 -1267.3829 -529.3035
Frontier orbital gap (eV)
6.4 8.7 4.8